(1)
This record from the Open Molecules 2025 dataset describes a molecular structure, C5H4O2 in a non-equilibrium geometry. The level of theory is wB97M-V/def2-TZVPD.

Last column: Löwdin charge in e.
CARTESIAN COORDINATES (ANGSTROEM)
C (1.907, -0.216, 0.352)  -0.298
C (-0.500, -0.414, -0.970)  -0.019
C (-0.812, -0.640, 0.536)  -0.056
C (0.602, -0.772, 0.051)  -0.069
C (-0.813, 0.680, -0.078)  -0.183
O (2.507, 0.671, -0.237)  0.007
O (-0.628, 1.951, 0.153)  0.157
H (2.347, -0.801, 1.217)  0.121
H (-0.802, -0.766, -1.851)  0.084
H (-1.387, -1.325, 1.071)  0.108
H (-0.702, 2.445, -0.676)  0.147

- Kohn-Sham gap (alpha / beta) (eV) = 7.8 / 7.8
- highest occupied orbital energy (alpha / beta) (eV) = -7.75 / -7.75

=====

(2)
This record from the Open Molecules 2025 dataset describes a molecular structure, C31H52BN2OP2S5Ti in a non-equilibrium geometry. The level of theory is wB97M-V/def2-TZVPD.

Last column: Löwdin charge in e.
CARTESIAN COORDINATES (ANGSTROEM)
Ti (-1.832, 0.351, -0.318)  0.237
C (0.333, -1.871, 3.676)  -0.122
C (-0.257, -0.696, 4.466)  -0.702
C (0.771, -0.320, 5.539)  -0.095
C (-1.539, -1.182, 5.145)  -0.107
P (-0.740, 0.581, 3.144)  1.165
C (0.950, 1.199, 2.657)  -0.295
N (1.247, 0.914, 1.261)  -0.016
B (0.357, 0.637, 0.128)  -0.473
N (1.323, 0.353, -0.942)  -0.044
C (1.027, -0.114, -2.277)  -0.270
P (-0.602, 0.603, -2.778)  1.130
C (-1.295, -0.518, -4.131)  -0.664
C (-0.904, -1.973, -3.856)  -0.107
C (-0.891, -0.207, -5.575)  -0.101
C (-2.821, -0.405, -4.013)  -0.114
C (-0.089, 2.256, -3.515)  -0.670
C (0.897, 2.217, -4.696)  -0.096
C (0.613, 3.035, -2.392)  -0.101
C (-1.350, 3.014, -3.936)  -0.101
C (2.616, 0.463, -0.493)  -0.205
C (3.830, 0.266, -1.131)  -0.033
C (5.003, 0.462, -0.403)  -0.124
C (4.959, 0.837, 0.931)  -0.121
C (3.740, 1.027, 1.584)  -0.026
C (2.570, 0.831, 0.870)  -0.191
C (-1.571, 2.074, 3.968)  -0.699
C (-1.173, 2.450, 5.393)  -0.103
C (-3.077, 1.790, 3.916)  -0.114
C (-1.287, 3.291, 3.083)  -0.123
H (0.615, -2.669, 4.370)  0.084
H (1.231, -1.586, 3.121)  0.071
H (-0.384, -2.269, 2.962)  0.032
H (1.008, -1.214, 6.127)  0.081
H (0.410, 0.433, 6.228)  0.055
H (1.712, 0.032, 5.109)  0.067
H (-1.331, -2.098, 5.707)  0.081
H (-2.321, -1.400, 4.414)  0.081
H (-1.928, -0.444, 5.848)  0.061
H (1.696, 0.683, 3.273)  0.059
H (1.069, 2.263, 2.885)  0.088
H (0.964, -1.206, -2.298)  0.080
H (1.826, 0.182, -2.964)  0.081
H (0.151, -2.162, -4.060)  0.080
H (-1.489, -2.616, -4.522)  0.088
H (-1.117, -2.252, -2.828)  0.044
H (0.188, -0.274, -5.728)  0.078
H (-1.231, 0.774, -5.902)  0.059
H (-1.364, -0.948, -6.228)  0.082
H (-3.163, -0.721, -3.025)  0.063
H (-3.287, -1.042, -4.771)  0.083
H (-3.169, 0.618, -4.166)  0.062
H (1.732, 1.537, -4.521)  0.068
H (1.323, 3.218, -4.818)  0.081
H (0.428, 1.951, -5.640)  0.053
H (1.595, 2.615, -2.170)  0.080
H (0.026, 3.055, -1.475)  0.024
H (0.756, 4.064, -2.736)  0.087
H (-1.875, 2.513, -4.750)  0.063
H (-1.065, 4.010, -4.287)  0.086
H (-2.033, 3.135, -3.095)  0.022
H (3.872, -0.055, -2.164)  0.102
H (5.960, 0.313, -0.886)  0.089
H (5.882, 0.987, 1.477)  0.088
H (3.718, 1.331, 2.623)  0.098
H (-1.528, 1.726, 6.125)  0.062
H (-1.628, 3.414, 5.646)  0.081
H (-0.093, 2.559, 5.504)  0.074
H (-3.355, 0.934, 4.532)  0.066
H (-3.404, 1.588, 2.897)  0.030
H (-3.621, 2.663, 4.289)  0.084
H (-0.307, 3.727, 3.286)  0.071
H (-2.039, 4.060, 3.281)  0.088
H (-1.353, 3.047, 2.023)  0.006
S (-4.048, -0.475, 0.815)  -0.090
S (-5.196, 1.157, 0.255)  -0.129
S (-4.085, 1.917, -1.298)  -0.104
S (-2.437, 2.773, -0.371)  0.025
C (-2.013, -3.819, -0.025)  -0.274
S (-0.727, -2.611, 0.283)  0.954
O (-1.483, -1.451, -0.806)  -0.765
C (0.688, -3.326, -0.407)  -0.457
C (1.918, -2.781, 0.000)  -0.109
C (3.093, -3.150, -0.616)  -0.098
C (3.092, -4.065, -1.664)  -0.116
C (1.882, -4.601, -2.079)  -0.112
C (0.692, -4.238, -1.472)  -0.108
H (-2.188, -3.914, -1.097)  0.046
H (-2.912, -3.412, 0.431)  0.032
H (-1.749, -4.778, 0.419)  0.052
H (1.927, -2.044, 0.795)  0.096
H (4.022, -2.701, -0.285)  0.101
H (4.017, -4.348, -2.148)  0.087
H (1.858, -5.310, -2.898)  0.096
H (-0.238, -4.663, -1.827)  0.092

- Kohn-Sham gap (alpha / beta) (eV) = 4.7 / 4.6
- highest occupied orbital energy (alpha / beta) (eV) = -2.20 / -2.05
- charge = -1

=====

(3)
This record from the Open Molecules 2025 dataset describes 19 unconnected molecules or ions with the total composition C24H80BrF6NO23PS2 in a non-equilibrium geometry. The level of theory is wB97M-V/def2-TZVPD.

Last column: Löwdin charge in e.
CARTESIAN COORDINATES (ANGSTROEM)
C (-3.057, 1.534, 2.147)  -0.115
C (-1.645, 2.143, 2.222)  -0.243
C (-0.474, 1.194, 2.481)  -0.536
Br (-0.956, -0.018, 3.959)  0.862
N (-0.034, 0.347, 1.305)  0.019
C (-0.701, 0.669, 0.001)  -0.209
C (-0.283, 2.032, -0.579)  -0.133
C (-1.469, 2.812, -1.158)  -0.241
C (-1.306, 4.342, -1.001)  -0.513
S (-2.777, 5.091, -0.226)  0.762
C (-0.604, -0.576, -0.948)  -0.331
C (-0.841, -0.244, -2.443)  -0.082
C (0.323, 0.269, -3.320)  -0.220
O (0.157, 1.649, -3.582)  -0.017
C (0.314, -0.452, -4.687)  -0.578
F (-0.917, -0.630, -5.169)  0.174
F (0.915, -1.652, -4.589)  0.141
F (1.008, 0.251, -5.584)  0.173
P (-2.073, -1.609, -0.470)  0.267
O (-1.743, -2.015, 1.042)  -0.179
O (-1.961, -3.003, -1.238)  -0.161
S (-3.790, -0.764, -0.733)  0.449
C (0.676, -1.440, -0.621)  -0.230
C (1.124, -2.430, -1.707)  -0.073
C (1.716, -3.733, -1.145)  -0.239
O (2.790, -4.113, -1.981)  0.025
C (0.707, -4.894, -1.132)  -0.572
F (1.354, -6.074, -1.087)  0.137
F (-0.080, -4.835, -0.059)  0.168
F (-0.062, -4.933, -2.230)  0.147
C (1.788, -0.503, -0.163)  -0.034
C (1.468, 0.125, 1.209)  -0.433
C (2.285, 1.392, 1.383)  0.030
O (1.657, -0.842, 2.206)  -0.084
C (2.975, -1.026, 2.736)  -0.136
C (3.156, -0.338, 4.099)  -0.317
C (2.643, -1.326, 5.163)  -0.055
C (4.612, 0.069, 4.400)  -0.369
C (4.599, 1.056, 5.592)  -0.062
C (5.335, 0.772, 3.253)  -0.068
H (-3.660, 2.132, 1.461)  0.065
H (-3.052, 0.523, 1.745)  0.022
H (-3.555, 1.574, 3.108)  0.054
H (-1.630, 2.824, 3.074)  0.121
H (-1.476, 2.763, 1.350)  0.072
H (0.350, 1.753, 2.903)  0.049
H (-0.385, -0.596, 1.532)  0.099
H (-1.768, 0.771, 0.195)  0.070
H (0.579, 1.956, -1.237)  0.110
H (0.064, 2.625, 0.266)  0.091
H (-2.350, 2.525, -0.583)  0.071
H (-1.673, 2.584, -2.199)  0.093
H (-0.452, 4.575, -0.368)  0.068
H (-1.150, 4.810, -1.970)  0.056
H (-2.215, 5.553, 0.893)  -0.148
H (-1.179, -1.171, -2.909)  0.105
H (-1.685, 0.431, -2.560)  0.118
H (1.315, 0.063, -2.924)  0.148
H (1.019, 2.077, -3.547)  0.127
H (-2.569, -1.959, 1.551)  0.095
H (-2.443, -2.958, -2.076)  0.096
H (0.432, -2.032, 0.268)  0.126
H (0.349, -2.639, -2.432)  0.103
H (1.953, -1.996, -2.264)  0.125
H (2.041, -3.610, -0.109)  0.166
H (3.552, -4.367, -1.454)  0.115
H (1.963, 0.305, -0.875)  0.123
H (2.730, -1.046, -0.078)  0.145
H (2.296, 1.745, 2.412)  0.068
H (1.945, 2.213, 0.760)  0.094
H (3.320, 1.185, 1.119)  0.101
H (3.751, -0.773, 2.016)  0.102
H (3.062, -2.100, 2.906)  0.135
H (2.507, 0.539, 4.171)  0.125
H (2.655, -0.907, 6.165)  0.075
H (3.203, -2.260, 5.120)  0.089
H (1.605, -1.575, 4.930)  0.055
H (5.170, -0.809, 4.735)  0.140
H (4.348, 2.036, 5.189)  0.050
H (3.823, 0.813, 6.314)  0.068
H (5.569, 1.123, 6.076)  0.087
H (6.342, 1.031, 3.583)  0.091
H (5.476, 0.138, 2.377)  0.069
H (4.837, 1.704, 2.989)  0.074
O (2.052, -8.591, -2.601)  -0.035
H (1.911, -9.266, -1.931)  0.056
H (1.869, -7.753, -2.160)  0.014
O (5.457, 4.085, 5.292)  -0.048
H (6.205, 4.575, 5.654)  0.069
H (4.684, 4.521, 5.668)  0.062
O (-4.409, 6.626, 1.972)  -0.088
H (-5.115, 6.755, 1.330)  0.043
H (-4.661, 7.175, 2.721)  0.045
O (-6.129, 1.794, 0.502)  -0.061
H (-5.403, 1.465, -0.041)  -0.014
H (-6.768, 1.070, 0.501)  0.039
O (-5.684, 2.224, 3.800)  -0.056
H (-6.061, 2.296, 2.913)  0.028
H (-6.164, 2.884, 4.315)  0.050
O (1.340, 3.419, 3.976)  -0.054
H (0.907, 3.070, 4.763)  0.053
H (1.292, 4.381, 4.083)  0.018
O (0.981, -8.525, -5.471)  -0.050
H (1.476, -8.644, -4.649)  0.020
H (0.421, -7.759, -5.304)  0.021
O (-4.150, 4.683, 4.856)  -0.055
H (-4.318, 3.762, 4.627)  -0.003
H (-3.873, 5.089, 4.028)  0.010
O (0.311, -4.760, -5.450)  -0.032
H (0.242, -4.938, -4.507)  0.015
H (0.807, -3.937, -5.508)  0.028
O (5.591, 5.215, 2.566)  -0.065
H (5.587, 4.791, 3.437)  -0.017
H (4.851, 4.820, 2.097)  0.017
O (-1.729, -3.570, -7.546)  -0.045
H (-1.360, -2.926, -6.935)  0.018
H (-1.536, -4.417, -7.125)  0.018
O (1.185, 6.427, 3.319)  -0.049
H (1.737, 7.192, 3.515)  0.051
H (0.866, 6.597, 2.428)  0.048
O (-4.638, -4.833, -7.279)  -0.060
H (-3.720, -4.540, -7.252)  -0.011
H (-4.601, -5.772, -7.073)  0.029
O (-0.284, 8.775, 3.759)  -0.065
H (-0.349, 8.151, 4.488)  0.030
H (-0.787, 9.547, 4.040)  0.044
O (-1.620, -7.445, -6.876)  -0.051
H (-0.760, -7.451, -7.312)  0.040
H (-1.595, -8.203, -6.283)  0.030
O (0.826, -11.078, -6.885)  -0.069
H (0.466, -11.561, -6.138)  0.026
H (0.826, -10.153, -6.600)  -0.017
O (-1.006, 4.170, -4.545)  -0.048
H (-1.228, 3.962, -5.458)  0.048
H (-0.796, 3.323, -4.140)  -0.016
O (-8.354, 0.848, -1.251)  -0.060
H (-7.872, 1.680, -1.178)  0.020
H (-8.762, 0.879, -2.122)  0.043

- Kohn-Sham gap (eV) = 9.0
- highest occupied orbital energy (eV) = -11.41
- charge = +1

=====

ΔE to the lowest compared entry with this formula, charge and spin readings, ordered: 136.24, 68.91, 0.00 kcal per mole